(1)
A structure of composition CO4S2 at a distorted geometry, computed with wB97M-V/def2-TZVPD.

The geometry in ORCA input format:
```
! wB97M-V def2-TZVPD RIJCOSX def2/J DEFGRID3
* xyz 0 3
C 0.8603 -1.3166 -0.2381
O 2.0272 0.5607 0.8386
O -0.1749 1.0066 -0.5086
O -2.2717 0.5156 0.7845
O -0.2990 -1.4285 0.0322
S 1.4495 0.4452 -0.4759
S -1.5915 0.2172 -0.4326
*
```

Computed properties:
* lowest unoccupied orbital energy (alpha / beta): -0.9 / -2.9 eV
* relative energy (zero: lowest compared OMol25 entry of this formula, charge and spin): 193.6 kJ/mol
* largest force on an atom: 5.5 eV/Å
* HOMO (alpha / beta): -7.4240 / -11.3944 eV



(2)
A structure of composition C22H29I2N5O2ReS2, computed with wB97M-V/def2-TZVPD.

The geometry in ORCA input format:
```
! wB97M-V def2-TZVPD RIJCOSX def2/J DEFGRID3
* xyz 2 4
Re -0.4301 -0.1139 -0.3049
I -4.9033 0.8388 -2.7197
C -3.7787 2.0612 -1.5009
C -4.2050 3.3883 -1.2417
C -3.4868 4.2344 -0.4450
I -4.2026 6.1484 -0.0989
C -2.2738 3.7805 0.1389
C -1.4193 4.5450 0.9603
C -0.2779 3.9957 1.4834
C 0.0393 2.6658 1.1888
N -0.7209 1.9205 0.4040
C -1.8727 2.4579 -0.1329
C -2.6197 1.5892 -0.9544
O -2.1649 0.3277 -1.1265
H -5.1271 3.7294 -1.6925
H -1.6787 5.5742 1.1744
H 0.3868 4.5784 2.1055
H 0.9246 2.1898 1.5884
S -0.5362 -2.2838 -1.1539
C -0.4417 -1.9162 -2.8873
C -0.9063 -2.8498 -3.8112
C -0.7736 -2.6057 -5.1649
C -0.1854 -1.4249 -5.6070
C 0.2628 -0.4877 -4.6950
C 0.1389 -0.7317 -3.3293
S 0.7785 0.4666 -2.1856
H -1.3703 -3.7629 -3.4609
H -1.1323 -3.3342 -5.8795
H -0.0796 -1.2342 -6.6664
H 0.7068 0.4401 -5.0329
C 3.9382 -2.5332 -0.2482
N 2.8050 -2.0317 0.5372
C 1.9667 -3.0660 1.1324
C 2.4943 -0.7353 0.5937
O 1.2840 -0.3554 0.8506
N 3.4613 0.1744 0.4134
C 4.8417 -0.0390 0.8450
C 3.1865 1.5068 -0.1078
H 3.6111 -3.4391 -0.7538
H 4.7992 -2.7745 0.3733
H 4.2188 -1.8043 -1.0030
H 2.5015 -3.5459 1.9545
H 1.7274 -3.8134 0.3797
H 1.0393 -2.6387 1.4861
H 4.9238 -0.9503 1.4281
H 5.1302 0.7997 1.4792
H 5.5305 -0.0849 0.0016
H 2.1518 1.5946 -0.4106
H 3.8086 1.6857 -0.9846
H 3.4260 2.2635 0.6430
N -2.1898 -0.5276 4.6836
C -2.2212 -1.7077 3.7228
C -1.2982 -1.5381 2.5265
N -1.8225 -0.7280 1.4157
H -2.7995 -0.6953 5.4898
H -2.5077 0.3444 4.2526
H -1.2469 -0.3634 5.0469
H -3.2626 -1.8280 3.4284
H -1.9267 -2.5693 4.3185
H -1.1214 -2.5422 2.1417
H -0.3206 -1.1459 2.8196
H -2.2557 0.1449 1.7086
H -2.5236 -1.2436 0.8832
*
```

Computed properties:
* lowest unoccupied orbital energy (alpha / beta): -6.3 / -6.4 eV
* relative energy (zero: lowest compared OMol25 entry of this formula, charge and spin): 49.8 kJ/mol
* largest force on an atom: 0.8 eV/Å
* HOMO (alpha / beta): -11.9205 / -12.4434 eV



(3)
The molecule C6H8O3 at a distorted geometry, computed with wB97M-V/def2-TZVPD.

The geometry in ORCA input format:
```
! wB97M-V def2-TZVPD RIJCOSX def2/J DEFGRID3
* xyz 0 1
C -1.0618 -0.8508 -0.0260
C -2.1841 0.2765 0.1141
C -0.2042 1.3971 0.1769
C 0.2378 -0.0849 -0.0782
C 1.0475 -0.5534 1.1553
C 1.0240 -0.3286 -1.3823
O -1.3373 -1.9946 -0.1194
O -3.3466 0.1734 0.0107
O -1.6483 1.4994 0.3144
H 0.1649 1.7237 1.1728
H 0.0197 2.1530 -0.6319
H 2.0299 -0.1321 1.4326
H 1.2717 -1.6660 1.0218
H 0.3383 -0.2828 2.0879
H 1.8690 0.2769 -1.3469
H 0.4031 -0.2011 -2.4134
H 1.3764 -1.4056 -1.4883
*
```

Computed properties:
* lowest unoccupied orbital energy: 0.0 eV
* relative energy (zero: lowest compared OMol25 entry of this formula, charge and spin): 110.6 kJ/mol
* largest force on an atom: 4.0 eV/Å
* SMILES string: CC1(C)COC(=O)C1=O
* HOMO: -9.7644 eV



(4)
The ion C3H6ClN2 with charge +1 at a distorted geometry, computed with wB97M-V/def2-TZVPD.

The geometry in ORCA input format:
```
! wB97M-V def2-TZVPD RIJCOSX def2/J DEFGRID3
* xyz 1 1
C -1.1808 -0.2357 -0.4563
C 1.0464 -0.5582 0.2458
C 1.3647 0.9163 0.1629
N -0.0720 -1.0441 -0.1310
N -2.2322 -0.4814 0.1894
Cl -3.6268 0.4396 0.1225
H -0.9548 0.5933 -1.0517
H 1.6644 -1.3818 0.5575
H 2.2912 1.0095 0.6147
H 1.4756 1.1741 -0.9462
H 0.6565 1.4976 0.7286
H -0.4321 -1.9293 -0.0364
*
```

Computed properties:
* lowest unoccupied orbital energy: -5.6 eV
* relative energy (zero: lowest compared OMol25 entry of this formula, charge and spin): 252.9 kJ/mol
* largest force on an atom: 3.4 eV/Å
* SMILES string: C/C=[NH+]\C=N\Cl
* HOMO: -14.6509 eV



(5)
The ion C4H12N3 with charge +1 at a distorted geometry, computed with wB97M-V/def2-TZVPD.

The geometry in ORCA input format:
```
! wB97M-V def2-TZVPD RIJCOSX def2/J DEFGRID3
* xyz 1 1
C 0.8739 -0.2727 1.4684
C -0.3747 -1.1835 1.1762
C -0.8943 -0.9653 -0.2377
N 0.4553 1.3352 -1.2785
C -0.8647 1.3028 -1.0669
N -1.5259 0.2599 -0.6658
N 1.9389 -0.4191 0.4238
H 0.6111 0.7309 1.5519
H 1.3285 -0.5347 2.4659
H -1.3586 -0.9820 1.8125
H -0.2440 -2.2231 1.4802
H -1.5433 -1.6988 -0.7648
H -0.0302 -0.9239 -0.9114
H 0.7399 2.1660 -1.7579
H -1.5876 2.0972 -1.2835
H -2.4833 0.3821 -0.2841
H 0.9689 0.7762 -0.5976
H 2.2455 -1.3649 0.2469
H 2.8345 0.0554 0.6459
*
```

Computed properties:
* lowest unoccupied orbital energy: -3.3 eV
* relative energy (zero: lowest compared OMol25 entry of this formula, charge and spin): 159.9 kJ/mol
* largest force on an atom: 3.6 eV/Å
* SMILES string: N/C=[NH+]\CCCN
* HOMO: -13.8418 eV



(6)
The molecule CH7N5O at a distorted geometry, computed with wB97M-V/def2-TZVPD.

The geometry in ORCA input format:
```
! wB97M-V def2-TZVPD RIJCOSX def2/J DEFGRID3
* xyz 0 1
C 0.0338 0.3151 -0.3994
H 2.4257 -1.8334 0.0093
H 1.1783 -1.5851 1.3238
H -0.2433 -1.4465 -0.6595
H 2.0053 1.0336 0.0080
H -0.3436 2.2750 0.3615
H -2.5960 -0.8489 -0.5708
H -2.9079 0.1880 0.8916
N 1.7902 -1.1232 0.3055
N 0.5901 -0.9081 -0.7747
N 0.9661 1.2209 -0.3328
N -1.2972 0.5672 -0.4087
N -2.2162 -0.3956 0.2067
O 0.6147 2.5409 0.0395
*
```

Computed properties:
* lowest unoccupied orbital energy: 0.5 eV
* relative energy (zero: lowest compared OMol25 entry of this formula, charge and spin): 440.3 kJ/mol
* largest force on an atom: 6.1 eV/Å
* SMILES string: N/N=C(\NN)NO
* HOMO: -8.2520 eV



(7)
A structure of composition C20H51N3O7S7 at a distorted geometry, computed with wB97M-V/def2-TZVPD.

The geometry in ORCA input format:
```
! wB97M-V def2-TZVPD RIJCOSX def2/J DEFGRID3
* xyz 0 1
C 14.6377 15.6329 5.8592
C 14.5737 14.4377 4.9738
N 14.5632 13.4970 4.3264
H 15.2347 16.4614 5.4781
H 15.0324 15.4852 6.8644
H 13.6060 15.9672 5.9682
C 17.7938 15.0510 7.8468
C 17.0682 14.4922 6.7874
N 16.4216 14.0755 5.9342
H 17.4176 14.7106 8.8115
H 17.7475 16.1385 7.9043
H 18.8269 14.7148 7.7592
C 15.7929 18.2981 3.9691
C 16.3124 16.9381 4.0270
N 16.8025 15.8993 4.0274
H 16.5834 19.0089 4.2098
H 15.0621 18.4062 4.7706
H 15.2679 18.4658 3.0287
C 15.2603 14.4871 2.0168
S 16.2412 13.0645 1.3745
O 17.6603 13.6041 1.5896
C 15.7285 12.0440 2.8775
H 15.5667 14.7895 3.0181
H 14.2192 14.2401 2.2246
H 15.2850 15.3720 1.3808
H 15.9731 12.6353 3.7599
H 16.1096 11.0228 2.8855
H 14.6394 12.0821 2.8574
C 14.8468 14.3667 8.5874
S 15.4643 16.0867 8.8851
O 14.3272 17.0541 8.9512
C 16.1450 15.8129 10.5660
H 15.5325 13.6659 9.0636
H 14.9179 14.1667 7.5182
H 13.8133 14.3009 8.9276
H 16.8701 15.0105 10.4303
H 15.3305 15.3734 11.1418
H 16.5611 16.7200 11.0044
C 11.9698 15.1271 4.5173
S 11.0012 15.6899 3.0652
O 10.4374 17.0464 3.5286
C 12.5047 16.1935 2.0194
H 11.3195 14.4729 5.0981
H 12.2897 15.9897 5.1020
H 12.8857 14.6594 4.1562
H 12.2289 16.6754 1.0814
H 13.0557 15.2580 1.9232
H 12.9753 16.9265 2.6746
C 9.9869 17.5903 5.8100
S 10.4849 16.9686 7.4681
O 9.7198 15.6692 7.6942
C 12.2983 16.6172 7.0098
H 9.7149 16.7974 5.1133
H 10.6680 18.2631 5.2890
H 9.1237 18.2148 6.0402
H 12.3981 16.0836 6.0646
H 12.7946 16.0664 7.8088
H 12.7901 17.5601 6.7706
C 15.7733 9.2125 5.3923
S 14.6041 10.4613 6.1274
O 14.8527 10.4671 7.6046
C 15.4584 11.9515 5.4099
H 15.5216 8.1701 5.5874
H 16.7964 9.3925 5.7225
H 15.7133 9.3426 4.3117
H 15.2427 12.1487 4.3598
H 16.4600 11.9479 5.8397
H 14.8219 12.7447 5.8020
C 12.5627 18.6319 3.1267
S 12.8300 17.7464 4.7581
O 13.9321 16.7300 4.6139
C 13.5918 19.2110 5.5398
H 13.4256 18.7838 2.4783
H 11.8425 19.4413 3.2458
H 11.8969 17.9962 2.5429
H 13.9020 18.8290 6.5124
H 12.7695 19.9012 5.7280
H 14.3399 19.6419 4.8743
C 13.2026 11.8732 4.6743
S 12.5446 13.1364 3.5290
O 13.1354 12.8056 2.2016
C 10.7668 12.5584 3.5863
H 12.8599 11.9311 5.7074
H 14.2793 12.0399 4.7060
H 12.9424 10.8997 4.2587
H 10.8045 11.4968 3.3420
H 10.3760 13.2587 2.8481
H 10.4369 12.7793 4.6014
*
```

Computed properties:
* lowest unoccupied orbital energy: -0.1 eV
* relative energy (zero: lowest compared OMol25 entry of this formula, charge and spin): 0.0 kJ/mol
* largest force on an atom: 11.0 eV/Å
* HOMO: -7.7212 eV